{
  "formula": "C3H6N4O",
  "method": "ωB97M-V with the def2-TZVPD basis set",
  "elements": ["N", "C", "C", "O", "C", "N", "N", "N", "H", "H", "H", "H", "H", "H"],
  "xyz": [[0.11489, 1.79984, -0.04564], [-0.06400, 0.40344, -0.05733], [-1.17122, -0.37083, 0.01519], [-2.43916, 0.15910, -0.03403], [-0.67981, -1.71894, -0.00620], [0.61624, -1.67983, -0.05072], [1.01051, -0.44850, -0.05261], [2.36639, -0.14459, -0.13330], [0.04948, 2.10555, 0.93462], [-0.68981, 2.30529, -0.53763], [-3.02313, -0.53463, -0.39550], [-1.21533, -2.68685, 0.12093], [2.39925, 0.79267, -0.54366], [2.72570, 0.01827, 0.78588]],
  "lowdin_charge": [0.086, -0.296, -0.279, 0.031, -0.103, 0.047, -0.209, 0.114, 0.093, 0.122, 0.114, 0.119, 0.085, 0.076],
  "homo_ev": -8.489,
  "e_lumo_ev": 0.629,
  "relative_energy_kj_mol": 242.4,
  "fmax_ev_per_a": 2.76,
  "e_tot_ha": -412.11662,
  "homo_lumo_gap_ev": 9.1180
}

---

{
  "formula": "C3H6N4O",
  "method": "ωB97M-V with the def2-TZVPD basis set",
  "elements": ["C", "N", "N", "C", "N", "C", "N", "O", "H", "H", "H", "H", "H", "H"],
  "xyz": [[-2.67403, -0.18490, 0.17285], [-1.50667, 0.30301, -0.56566], [-0.62814, -0.69644, -0.45479], [0.62228, -0.34988, -0.45287], [1.18014, 0.96913, -0.30119], [2.38911, 0.78176, -0.10887], [2.82181, -0.51573, -0.03972], [1.64190, -1.28168, -0.30357], [-2.27001, -0.55819, 1.19519], [-3.49455, 0.63330, 0.27855], [-3.20775, -1.02182, -0.33531], [-1.19156, 1.18944, -0.02035], [3.18297, 1.57339, -0.00582], [3.13451, -0.84138, 0.94155]],
  "lowdin_charge": [-0.159, -0.178, 0.021, -0.348, 0.152, -0.234, 0.034, -0.011, 0.090, 0.094, 0.069, 0.135, 0.151, 0.183],
  "homo_ev": -7.928,
  "e_lumo_ev": 0.576,
  "relative_energy_kj_mol": 433.3,
  "fmax_ev_per_a": 5.16,
  "e_tot_ha": -412.04391,
  "homo_lumo_gap_ev": 8.5039
}

---

{
  "formula": "C3H6N4O",
  "method": "ωB97M-V with the def2-TZVPD basis set",
  "elements": ["H", "N", "C", "N", "C", "N", "H", "O", "N", "C", "H", "H", "H", "H"],
  "xyz": [[2.12273, -1.89667, -0.40232], [1.33867, -1.98285, 0.25114], [0.66024, -0.89201, 0.17309], [-0.51908, -0.72928, 0.82667], [-1.14616, 0.45499, 1.19302], [-2.14350, 0.45310, 1.97092], [-2.49464, 1.42126, 2.12715], [1.08372, 0.17654, -0.57772], [0.08032, 0.65040, -1.46042], [0.57967, 1.54303, -2.21962], [-0.94168, -1.52967, 1.32225], [-0.70399, 1.36835, 0.73907], [-0.12153, 1.93790, -2.95106], [1.61197, 1.91081, -2.21043]],
  "lowdin_charge": [0.055, 0.146, -0.519, 0.089, -0.301, 0.073, 0.057, -0.075, 0.012, 0.005, 0.164, 0.122, 0.079, 0.093],
  "homo_ev": -9.285,
  "e_lumo_ev": 0.687,
  "relative_energy_kj_mol": 279.4,
  "fmax_ev_per_a": 2.03,
  "e_tot_ha": -412.10254,
  "homo_lumo_gap_ev": 9.9722
}

---

{
  "formula": "C3H6N4O",
  "method": "ωB97M-V with the def2-TZVPD basis set",
  "elements": ["C", "N", "N", "N", "N", "C", "C", "O", "H", "H", "H", "H", "H", "H"],
  "xyz": [[-1.36109, 0.83940, 0.36297], [0.05461, 0.59537, 0.62085], [0.88191, 1.58836, 0.11030], [1.94080, 1.14242, -0.48517], [1.96183, -0.10970, -0.51835], [0.77299, -0.57056, 0.03132], [-0.04466, -2.01426, -0.50937], [0.68967, -1.77079, 0.74196], [-1.91689, -0.04961, 0.65514], [-1.64129, 1.71181, 0.80466], [-1.42487, 0.82129, -0.71177], [0.68360, 2.57564, 0.38272], [-1.01715, -2.17968, -0.31956], [0.42056, -2.57970, -1.16568]],
  "lowdin_charge": [-0.029, -0.075, -0.044, 0.000, 0.076, -0.407, 0.039, -0.047, 0.094, 0.050, 0.088, 0.180, 0.041, 0.033],
  "homo_ev": -8.027,
  "e_lumo_ev": 0.721,
  "relative_energy_kj_mol": 584.5,
  "fmax_ev_per_a": 7.62,
  "e_tot_ha": -411.98632,
  "homo_lumo_gap_ev": 8.7485
}

---

{
  "formula": "C3H6N4O",
  "method": "ωB97M-V with the def2-TZVPD basis set",
  "elements": ["H", "N", "C", "C", "N", "O", "N", "N", "C", "H", "H", "H", "H", "H"],
  "xyz": [[-2.33667, -0.63012, 0.45507], [-2.02730, -0.55518, -0.49232], [-0.76767, -0.25289, -0.68927], [0.09578, -0.59926, -1.91242], [1.35497, -0.00171, -1.67884], [1.36686, 0.45891, -0.37391], [0.13595, 0.34725, 0.26812], [0.21229, -0.34425, 1.51329], [-0.15536, 0.82082, 2.39119], [-0.18360, -0.99082, -2.84651], [-0.74464, -0.96763, 1.44371], [-1.19663, 1.22619, 2.15563], [-0.18472, 0.36509, 3.31422], [0.94350, 1.39122, 2.46048]],
  "lowdin_charge": [0.011, 0.113, -0.343, 0.036, 0.097, -0.102, -0.160, -0.046, -0.118, 0.083, 0.154, 0.102, 0.018, 0.153],
  "homo_ev": -9.127,
  "e_lumo_ev": -0.305,
  "relative_energy_kj_mol": 703.0,
  "fmax_ev_per_a": 7.39,
  "e_tot_ha": -411.94119,
  "homo_lumo_gap_ev": 8.8218
}

---

{
  "formula": "C3H6N4O",
  "method": "ωB97M-V with the def2-TZVPD basis set",
  "elements": ["C", "C", "C", "H", "H", "H", "H", "H", "H", "N", "N", "N", "N", "O"],
  "xyz": [[-0.95454, -0.09547, 0.23787], [-0.95204, 0.15955, -1.27772], [0.40122, -0.21512, 0.34794], [-2.41207, 2.16723, 0.02314], [-0.10575, 1.67944, 1.06706], [-1.61852, -0.95235, 0.30103], [-1.94256, 0.07433, -1.93580], [1.40109, -1.82823, 1.81503], [2.48308, -0.54366, -0.65832], [-1.59972, 1.21450, 1.06181], [0.17077, 0.13838, -1.81913], [1.04767, -0.26841, -0.77388], [1.41376, -0.77020, 1.20692], [2.66760, -0.76000, 0.40407]],
  "lowdin_charge": [-0.353, -0.204, -0.415, 0.223, 0.247, 0.141, 0.150, 0.243, 0.132, -0.021, 0.076, 0.006, -0.026, -0.199],
  "homo_ev": -8.835,
  "e_lumo_ev": -1.225,
  "relative_energy_kj_mol": 1308.1,
  "fmax_ev_per_a": 9.43,
  "e_tot_ha": -411.71069,
  "homo_lumo_gap_ev": 7.6100
}

---

{
  "formula": "C3H6N4O",
  "method": "ωB97M-V with the def2-TZVPD basis set",
  "elements": ["C", "C", "C", "H", "H", "H", "H", "H", "H", "N", "N", "N", "N", "O"],
  "xyz": [[0.92368, -0.41018, 1.65143], [-0.07386, 0.55119, 1.61030], [-0.56407, 0.42875, 0.21607], [-0.02350, -0.51039, -2.47063], [-1.02778, -1.59380, -1.27066], [1.92039, -1.75025, 0.42226], [1.84809, -0.33335, 2.58166], [-0.20502, 1.25829, 2.48933], [-1.41418, 2.37386, -1.86680], [-0.12863, -1.02061, -1.52052], [0.30697, -0.35939, -0.38866], [1.22659, -0.86600, 0.54933], [-1.36662, 1.28726, -0.32793], [-1.42205, 0.94462, -1.67515]],
  "lowdin_charge": [-0.261, -0.016, -0.414, 0.138, 0.147, 0.236, 0.203, 0.112, 0.305, 0.030, -0.141, 0.010, -0.090, -0.257],
  "homo_ev": -6.908,
  "e_lumo_ev": 0.359,
  "relative_energy_kj_mol": 977.6,
  "fmax_ev_per_a": 11.42,
  "e_tot_ha": -411.83659,
  "homo_lumo_gap_ev": 7.2671
}

---

{
  "formula": "C3H6N4O2",
  "method": "ωB97M-V with the def2-TZVPD basis set",
  "elements": ["H", "N", "C", "N", "C", "N", "O", "C", "N", "O", "H", "H", "H", "H", "H"],
  "xyz": [[-0.89829, 3.27685, -0.01615], [-0.40257, 2.59357, -0.46553], [-0.55024, 1.40495, 0.08015], [-1.27912, 0.97756, 1.27493], [-1.00250, -0.28806, 1.32009], [0.03091, -0.74758, 0.48656], [-0.02055, -2.06969, 0.06601], [1.29451, -2.29096, -0.55964], [-0.00414, 0.27705, -0.63109], [1.18454, 0.64059, -1.14971], [-1.37791, -0.88252, 2.09955], [2.18681, -2.21068, 0.04537], [1.32610, -1.73135, -1.61432], [1.19494, -3.31642, -0.68806], [1.39026, 1.63727, -0.85466]],
  "lowdin_charge": [0.009, 0.145, -0.372, 0.141, -0.112, -0.071, -0.112, -0.049, -0.064, -0.056, 0.118, 0.085, 0.132, 0.052, 0.155],
  "homo_ev": -9.052,
  "e_lumo_ev": 0.299,
  "relative_energy_kj_mol": 615.4,
  "fmax_ev_per_a": 5.40,
  "e_tot_ha": -487.21852,
  "homo_lumo_gap_ev": 9.3505
}